[1]
Density functional theory data (ωB97M-V/def2-TZVPD) for a single C19H23NO4S molecule.

The geometry in XYZ format:
```
48
Properties=species:S:1:pos:R:3
C 2.191 4.478 -1.071
C 2.042 3.508 0.099
C 2.037 4.274 1.421
C 3.167 2.465 0.124
C 3.179 1.530 -1.083
O 1.972 0.765 -1.137
C 1.093 1.049 -2.095
O 1.279 1.847 -2.977
C -0.163 0.215 -2.001
C -0.408 -0.541 -0.697
C -1.743 -0.336 0.005
O -2.264 0.714 0.295
N -2.241 -1.564 0.283
C -3.470 -1.767 1.010
C -3.247 -2.543 2.266
C -3.890 -3.661 2.696
C -3.409 -4.134 3.939
C -2.400 -3.372 4.428
S -2.020 -2.053 3.390
C -1.472 -2.683 -0.223
C -0.531 -2.014 -1.200
C 0.869 -2.445 -1.558
C 1.142 -1.785 -2.678
C -0.113 -1.002 -3.005
O -1.127 -1.828 -2.481
H 3.177 4.940 -1.061
H 1.443 5.264 -0.997
H 2.047 3.974 -2.022
H 1.083 2.986 0.002
H 1.911 3.595 2.261
H 1.221 4.992 1.438
H 2.973 4.813 1.550
H 3.065 1.858 1.026
H 4.133 2.971 0.163
H 3.993 0.805 -0.991
H 3.288 2.085 -2.018
H -1.014 0.846 -2.267
H 0.398 -0.403 0.024
H -3.854 -0.764 1.232
H -4.197 -2.296 0.383
H -4.686 -4.132 2.148
H -3.798 -5.003 4.438
H -1.850 -3.497 5.339
H -2.125 -3.398 -0.730
H -0.928 -3.192 0.581
H 1.491 -3.076 -0.955
H 2.047 -1.744 -3.249
H -0.290 -0.742 -4.044
```

The LUMO energy is 0.02051 hartree. As for the SMILES: CC(C)CCOC(=O)[C@@H]1[C@H]2C(=O)N(Cc3cccs3)C[C@]23C=C[C@H]1O3. Its spin multiplicity is 1. The energy relative to the best compared isomer or geometry (same formula, charge and spin) comes out at 1.1769 eV.

---

[2]
Density functional theory data (ωB97M-V/def2-TZVPD) for 9 unconnected molecules or ions with the total composition C33H90N6O12 in a non-equilibrium geometry.

The geometry in XYZ format:
```
141
Properties=species:S:1:pos:R:3
C 4.052 7.530 0.134
O 4.559 6.471 0.970
C 5.779 6.811 1.646
C 7.041 6.799 0.643
C 7.452 5.501 -0.027
N 8.231 7.508 1.114
H 4.025 8.410 0.776
H 3.013 7.307 -0.110
H 4.586 7.697 -0.802
H 5.643 7.733 2.211
H 5.918 6.120 2.478
H 6.729 7.451 -0.172
H 8.271 5.627 -0.736
H 6.801 4.931 -0.690
H 7.863 4.899 0.783
H 8.387 7.021 1.984
H 7.886 8.439 1.300
C -6.509 0.326 9.064
O -5.354 -0.387 9.511
C -5.405 -0.911 10.828
C -4.034 -0.894 11.543
C -3.995 -1.512 12.955
N -3.594 0.477 11.903
H -7.359 -0.355 9.017
H -6.360 0.560 8.010
H -6.726 1.201 9.677
H -6.215 -0.532 11.450
H -5.669 -1.968 10.804
H -3.310 -1.402 10.905
H -4.196 -2.571 12.794
H -4.878 -1.172 13.495
H -3.127 -1.565 13.612
H -3.639 1.008 11.045
H -4.237 1.009 12.472
C 1.623 -8.182 0.585
O 2.057 -7.386 -0.480
C 1.343 -6.231 -0.788
C 1.913 -5.435 -1.991
C 2.303 -6.366 -3.145
N 3.153 -4.744 -1.546
H 2.185 -9.111 0.679
H 0.571 -8.438 0.468
H 1.578 -7.656 1.539
H 0.304 -6.547 -0.888
H 1.363 -5.593 0.095
H 1.177 -4.733 -2.383
H 2.380 -5.797 -4.071
H 1.421 -7.002 -3.218
H 3.128 -6.995 -2.810
H 3.555 -5.448 -0.944
H 2.770 -4.036 -0.936
C -5.207 5.842 -9.938
O -3.954 5.383 -10.186
C -3.848 3.935 -10.211
C -2.440 3.386 -10.216
N -1.775 3.027 -11.491
C -2.415 1.882 -12.216
C -1.464 0.941 -12.908
O -1.120 1.382 -14.268
C 0.255 0.917 -14.632
H -5.662 5.460 -9.024
H -5.880 5.453 -10.701
H -5.472 6.899 -9.887
H -4.277 3.657 -11.174
H -4.331 3.421 -9.380
H -2.647 2.453 -9.691
H -1.858 3.976 -9.508
H -1.877 3.833 -12.091
H -3.007 2.237 -13.060
H -3.134 1.351 -11.592
H -1.950 -0.025 -13.046
H -0.661 0.753 -12.196
H 0.340 -0.168 -14.684
H 0.946 1.168 -13.827
H 0.641 1.314 -15.571
C 0.979 -0.056 -2.294
O 0.876 0.289 -0.866
C 2.097 0.791 -0.253
C 2.135 0.817 1.239
N 2.089 -0.522 1.855
C 2.020 -0.386 3.362
C 1.815 -1.775 4.081
O 0.465 -1.929 4.433
C 0.250 -3.190 5.185
H 1.163 0.858 -2.858
H 0.037 -0.412 -2.711
H 1.730 -0.833 -2.439
H 2.363 1.754 -0.689
H 2.908 0.094 -0.460
H 1.508 1.587 1.688
H 3.148 1.071 1.552
H 1.274 -0.965 1.455
H 1.069 0.133 3.486
H 2.812 0.201 3.827
H 2.467 -1.815 4.954
H 2.249 -2.505 3.399
H 0.277 -3.956 4.410
H -0.721 -3.225 5.678
H 1.093 -3.419 5.837
C -4.318 -2.348 1.986
O -5.099 -1.556 1.156
C -5.169 -0.164 1.658
C -3.882 0.707 1.812
N -3.215 1.376 0.649
C -3.755 2.695 0.471
C -3.456 3.290 -0.904
O -4.066 4.612 -1.130
C -3.535 5.231 -2.332
H -4.381 -2.259 3.070
H -3.255 -2.173 1.822
H -4.401 -3.370 1.615
H -5.668 -0.277 2.621
H -5.956 0.219 1.009
H -3.110 0.026 2.172
H -4.102 1.349 2.665
H -2.209 1.334 0.721
H -3.328 3.278 1.286
H -4.840 2.789 0.516
H -3.542 2.562 -1.710
H -2.385 3.477 -0.977
H -3.672 4.610 -3.217
H -2.527 5.572 -2.099
H -3.984 6.217 -2.454
C -5.495 -7.238 8.776
O -4.259 -7.983 8.516
H -5.312 -6.306 9.310
H -5.829 -6.838 7.818
H -6.345 -7.754 9.223
H -3.800 -8.366 9.268
C 8.291 -3.827 -5.306
O 7.685 -2.731 -4.750
H 9.032 -3.464 -6.018
H 8.719 -4.424 -4.501
H 7.646 -4.398 -5.973
H 6.987 -2.983 -4.141
C 7.605 -3.255 3.726
O 7.940 -3.812 5.037
H 7.726 -2.172 3.708
H 8.145 -3.655 2.868
H 6.527 -3.344 3.591
H 8.832 -3.597 5.318
```

The LUMO energy is 0.01252 hartree. As for the SMILES: COC[C@H](C)N.COC[C@H](C)N.COC[C@H](C)N.COCCNCCOC.COCCNCCOC.COCCNCCOC.CO.CO.CO. Its spin multiplicity is 1. The energy relative to the best compared isomer or geometry (same formula, charge and spin) comes out at 6.3125 eV.

---

[3]
Density functional theory data (ωB97M-V/def2-TZVPD) for a molecular structure, C7H13N in a non-equilibrium geometry.

The geometry in XYZ format:
```
21
Properties=species:S:1:pos:R:3
C -0.922 0.783 -0.113
C 1.667 0.205 0.944
C -1.640 0.167 0.918
C 0.018 0.019 -0.943
N -0.979 2.131 -0.335
C 0.917 -0.896 -0.155
C 0.039 0.107 -2.271
C 0.189 -1.930 0.594
H -0.178 2.559 -0.776
H -1.448 2.696 0.356
H 1.763 -1.229 -0.757
H -0.797 -1.143 1.258
H 2.415 -0.413 1.433
H 2.138 1.038 0.423
H 0.988 0.586 1.702
H -2.111 0.828 1.642
H -2.351 -0.594 0.629
H -0.643 0.750 -2.810
H 0.667 -0.548 -2.858
H -0.568 -2.467 0.026
H 0.837 -2.649 1.094
```

The LUMO energy is 0.03526 hartree. Its spin multiplicity is 1. The energy relative to the best compared isomer or geometry (same formula, charge and spin) comes out at 3.5941 eV.

---

[4]
Density functional theory data (ωB97M-V/def2-TZVPD) for a molecular structure, C38H36F2LuN6O3S in a non-equilibrium geometry.

The geometry in XYZ format:
```
87
Properties=species:S:1:pos:R:3
Lu -0.046 1.549 -0.999
C -3.734 0.941 5.407
C -3.398 -0.188 4.411
C -4.635 -0.964 4.056
C -2.426 -1.114 5.170
C -2.572 0.338 3.217
C -1.728 1.503 3.316
C -1.029 1.809 2.174
N -1.139 1.277 0.983
C -2.059 0.231 0.868
C -2.807 -0.209 1.969
C -2.223 -0.395 -0.424
C -2.748 -1.661 -0.625
C -3.033 -2.087 -1.961
C -2.823 -1.227 -3.036
C -2.304 -0.004 -2.741
N -1.838 0.340 -1.530
C -3.246 -3.560 -2.227
C -1.859 -4.079 -2.700
C -3.661 -4.418 -1.025
C -4.212 -3.850 -3.347
H -4.259 0.525 6.244
H -4.404 1.648 4.920
H -2.828 1.483 5.671
H -5.124 -1.273 4.943
H -4.352 -1.853 3.440
H -5.319 -0.340 3.464
H -2.955 -1.646 5.955
H -1.570 -0.606 5.600
H -1.975 -1.913 4.567
H -1.575 2.084 4.221
H -0.290 2.641 2.179
H -3.655 -0.861 1.836
H -2.829 -2.345 0.184
H -2.884 -1.578 -4.091
H -2.108 0.699 -3.559
H -1.058 -4.000 -1.942
H -1.669 -3.417 -3.557
H -1.898 -5.106 -3.023
H -2.926 -4.270 -0.148
H -3.632 -5.427 -1.356
H -4.648 -4.129 -0.649
H -3.880 -3.501 -4.377
H -5.140 -3.340 -3.183
H -4.316 -4.937 -3.519
F 1.822 0.855 -6.314
C 1.456 1.726 -5.325
C 0.888 1.206 -4.174
C 0.726 2.093 -3.139
C 0.926 3.478 -3.219
C 1.473 3.892 -4.446
F 1.675 5.215 -4.689
C 1.730 3.071 -5.544
C 0.496 4.359 -2.132
C 1.024 5.666 -1.869
C 0.727 6.321 -0.651
C -0.268 5.767 0.176
C -0.786 4.485 -0.128
N -0.320 3.738 -1.200
H 0.643 0.160 -4.075
H 2.103 3.492 -6.460
H 1.667 6.114 -2.634
H 1.237 7.281 -0.445
H -0.544 6.184 1.133
H -1.539 4.072 0.553
O 8.001 1.119 3.087
S 8.427 -0.206 2.605
O 8.967 -1.133 3.593
O 9.156 -0.148 1.308
C 7.179 -1.237 1.824
N 7.777 -2.386 1.423
C 7.017 -3.145 0.644
C 5.737 -2.710 0.241
C 5.221 -1.579 0.866
N 5.962 -0.860 1.698
C 3.952 -0.911 0.536
C 3.000 -1.443 -0.354
C 1.843 -0.759 -0.588
N 1.602 0.415 0.045
C 2.561 0.961 0.823
C 3.716 0.306 1.151
H 7.507 -4.021 0.273
H 5.177 -3.257 -0.508
H 3.197 -2.379 -0.897
H 1.035 -1.121 -1.229
H 2.255 1.835 1.381
H 4.394 0.716 1.888
```

The LUMO energy is -0.18596 hartree. Its spin multiplicity is 1. The charge is +1. The energy relative to the best compared isomer or geometry (same formula, charge and spin) comes out at 2.0015 eV.

---

HOMO energy across the listed records, respectively: -9.0 -8.8 -7.2 -8.7 eV.
DFT total energy across the listed records, respectively: -40591.5248 -69177.6266 -8956.3387 -104956.7494 eV.
Orbital gap across the listed records, respectively: 9.52 9.12 8.12 3.63 eV.